Formula: C21H27Cl2O7PtS3
Source: the OMol25 dataset
Level of theory: the ωB97M-V functional and the def2-TZVPD basis

Results
orbital gap	7.00	eV
molecular weight	753.62	g/mol
energy relative to the best compared isomer or geometry (same formula, charge and spin)	28.1	kcal per mole
net charge	-1
electronic energy	-3577.448754	hartree

CARTESIAN COORDINATES (ANGSTROEM)
C1 -0.817 -0.473 2.844
H1 0.677 -0.247 4.338
H2 -4.995 -1.766 2.774
H3 2.963 -1.180 -0.311
C2 2.285 0.884 -2.665
C3 3.747 1.063 2.099
C4 3.484 0.124 -4.612
Cl1 -0.938 -5.712 0.078
H4 -3.805 -1.084 0.624
C5 2.619 -0.127 -3.556
H5 1.200 0.251 2.741
O1 -1.275 -1.062 0.325
H6 1.553 2.807 0.195
H7 -0.302 2.271 2.884
H8 4.702 1.580 -5.613
H9 2.190 -1.109 -3.427
C6 0.006 1.717 3.773
C7 2.159 0.795 -0.188
H10 -0.582 -1.520 2.645
O2 0.307 2.728 -1.601
H11 -0.809 1.761 4.498
H12 2.948 3.049 2.210
S1 -2.935 -0.984 -3.669
H13 2.580 2.940 -2.158
C8 0.359 0.280 3.435
O3 -3.609 -2.221 -1.397
C9 2.957 -0.258 0.253
O4 -5.560 -2.151 -2.938
H14 0.863 2.241 4.195
C10 -4.076 -1.182 2.756
H15 -2.960 1.344 2.302
H16 -3.107 1.346 0.532
C11 0.106 1.532 -1.508
O5 -1.072 1.037 -1.324
Cl2 -0.504 -3.582 -1.909
C12 -2.952 0.714 1.407
C13 1.362 0.588 -1.486
S2 -4.502 -1.386 -2.335
H17 -2.536 -4.446 -1.128
C14 -1.580 -4.226 -0.668
C15 -3.987 -0.402 1.453
C16 3.703 2.395 -3.894
H18 -1.686 -0.429 3.493
H19 -1.676 -3.470 0.104
O6 -4.887 -0.132 -1.736
C17 2.841 2.148 -2.842
S3 -1.229 0.195 1.218
C18 4.030 1.383 -4.788
H20 0.495 -1.040 -0.820
H21 4.361 1.169 2.984
O7 1.013 -0.775 -1.598
C19 2.165 1.984 0.532
H22 4.121 3.385 -4.017
H23 -4.946 0.066 1.226
Pt1 -1.913 -0.754 -1.695
C20 2.955 2.114 1.665
H24 3.726 -0.675 -5.302
H25 4.357 -0.958 1.708
H26 -3.251 -1.885 2.871
H27 -4.086 -0.528 3.634
C21 3.742 -0.128 1.386

Atomic partial charges in e from the natural (NBO) method, atoms 1 to 5:
1. C -0.605
2. H 0.205
3. H 0.219
4. H 0.235
5. C 0.067

***

Formula: C21H27FN2O3
Source: the OMol25 dataset
Level of theory: the ωB97M-V functional and the def2-TZVPD basis

Results
orbital gap	8.45	eV
molecular weight	374.46	g/mol
energy relative to the best compared isomer or geometry (same formula, charge and spin)	0.8	kcal per mole
SMILES string	CCCCCCn1cc(C(=O)O)c(=O)c2cc(F)c(N3CCCCC3)cc21
electronic energy	-1251.574586	hartree

CARTESIAN COORDINATES (ANGSTROEM)
H1 -3.128 -0.998 3.548
O1 5.304 3.122 -0.437
N1 0.632 2.150 -0.125
H2 5.279 2.412 0.267
H3 0.029 2.051 -2.704
H4 -1.235 -1.464 -3.164
C1 4.077 3.369 -0.864
C2 2.265 -0.074 2.304
H5 -2.627 -1.239 0.542
C3 -3.190 -1.466 1.451
H6 3.258 -0.261 2.680
C4 -1.160 -2.618 3.175
C5 -2.553 -0.753 2.647
O2 4.426 1.334 1.206
C6 2.994 2.567 -0.218
C7 -0.647 2.493 -0.723
C8 -0.832 1.808 -2.081
H7 -2.573 0.332 2.532
H8 -0.138 -0.116 -1.399
C9 1.710 2.789 -0.611
H9 -4.215 -1.118 1.316
H10 -1.766 -2.795 4.070
H11 1.766 -0.209 -2.634
C10 -0.269 0.444 1.361
H12 -1.893 0.060 -1.427
H13 2.316 -0.837 -4.179
C11 0.802 1.174 0.842
H14 -1.255 0.619 0.975
H15 -0.666 3.577 -0.864
C12 -3.161 -2.972 1.697
H16 0.402 0.766 -4.451
H17 -1.104 -3.254 1.119
C13 -1.732 -3.417 1.998
C14 0.235 -0.277 -4.176
H18 -3.803 -3.213 2.547
H19 1.536 3.540 -1.370
C15 2.103 0.897 1.308
H20 -1.721 2.221 -2.561
H21 -0.147 -2.950 3.381
H22 -1.709 -4.480 2.240
O3 3.833 4.185 -1.721
C16 3.282 1.582 0.799
H23 -3.546 -3.504 0.825
H24 0.074 -0.831 -5.103
N2 -1.197 -1.198 2.882
H25 1.308 -1.840 -3.136
H26 -1.875 0.005 -3.900
C17 -0.972 0.291 -1.970
F1 1.432 -1.625 3.820
C18 1.196 -0.751 2.811
C19 1.480 -0.823 -3.485
C20 -0.124 -0.539 2.345
C21 -1.035 -0.403 -3.332
H27 -1.461 2.236 -0.046

Atomic partial charges in e from the natural (NBO) method, atoms 1 to 5:
1. H 0.200
2. O -0.677
3. N -0.376
4. H 0.513
5. H 0.208

***

Formula: C21H27FN4OS
Source: the OMol25 dataset
Level of theory: the ωB97M-V functional and the def2-TZVPD basis

Results
orbital gap	8.65	eV
molecular weight	402.54	g/mol
energy relative to the best compared isomer or geometry (same formula, charge and spin)	0.0	kcal per mole
SMILES string	CN(C)CCNC(=O)CNC(=S)N(Cc1ccccc1)Cc1ccccc1F
electronic energy	-1608.767201	hartree

CARTESIAN COORDINATES (ANGSTROEM)
C1 -2.355 0.937 -0.365
C2 0.334 -3.063 -0.209
H1 1.215 2.294 -2.158
C3 -1.180 1.735 -3.274
H2 2.677 -4.011 3.262
H3 2.092 -4.054 -0.426
C4 -3.444 1.507 0.283
H4 -0.361 1.613 -3.987
N1 -0.575 -1.589 -1.862
N2 2.828 -2.362 1.917
H5 -4.403 1.535 -0.214
O1 -0.604 -2.729 0.492
S1 0.997 -0.306 -3.509
H6 4.247 -0.848 1.950
H7 0.835 -1.833 2.267
H8 -0.039 5.423 0.470
F1 -3.087 3.572 -2.241
C5 1.832 -1.565 2.609
H9 -4.163 2.494 2.035
C6 -1.551 4.602 -0.792
H10 4.419 -2.002 3.292
H11 1.739 3.954 -0.413
C7 -2.542 0.375 -1.759
H12 -2.880 -0.666 -1.704
N3 -1.367 0.462 -2.599
C8 -0.990 1.459 1.546
H13 -1.968 2.458 3.167
H14 -0.027 1.437 2.034
H15 0.404 -3.377 -2.345
C9 -3.308 2.049 1.547
C10 2.691 -3.783 2.181
H16 3.562 -4.281 1.744
C11 -2.078 2.029 2.182
H17 -1.228 -1.581 -1.083
C12 0.477 -2.544 -1.635
H18 -3.338 0.937 -2.257
C13 -0.382 -0.467 -2.591
H19 1.473 -5.458 1.577
C14 4.166 -1.899 2.225
C15 1.425 -4.365 1.541
C16 0.442 2.942 -1.774
C17 -1.820 3.664 -1.770
H20 -2.347 5.232 -0.429
H21 -2.099 1.980 -3.814
C18 -0.263 4.699 -0.299
H22 0.526 -4.037 2.066
H23 -0.259 0.489 -0.199
C19 -0.846 2.815 -2.279
H24 1.880 -1.689 3.702
N4 1.289 -3.927 0.171
C20 -1.126 0.914 0.282
H25 4.890 -2.465 1.641
C21 0.733 3.873 -0.794
H26 1.454 -2.064 -1.777
H27 2.001 -0.517 2.370

Atomic partial charges in e from the natural (NBO) method, atoms 1 to 5:
1. C -0.040
2. C 0.682
3. H 0.238
4. C -0.249
5. H 0.174

***

Formula: C21H27N
Source: the OMol25 dataset
Level of theory: the ωB97M-V functional and the def2-TZVPD basis

Results
orbital gap	8.70	eV
molecular weight	293.45	g/mol
energy relative to the best compared isomer or geometry (same formula, charge and spin)	0.0	kcal per mole
SMILES string	C[C@@H]1CN2C[C@H]3CC[C@H]4CCc5ccc6c(c54)[C@@]3(C)[C@H]2C[C@@H]61
electronic energy	-871.181931	hartree

CARTESIAN COORDINATES (ANGSTROEM)
C1 -0.617 1.014 -1.417
H1 2.164 -1.942 -0.836
H2 2.699 -2.538 0.676
C2 -2.307 2.399 -2.326
C3 -1.653 -1.149 0.647
H3 1.652 3.414 -1.972
H4 -1.779 -1.413 2.786
C4 2.008 -1.826 0.222
C5 1.233 2.511 -1.551
H5 0.265 -2.210 -2.117
H6 -3.324 -0.718 -1.456
H7 3.829 -0.894 2.820
H8 -3.876 0.930 -1.079
C6 -1.971 0.930 -1.993
H9 3.352 -0.173 0.422
H10 -1.075 -3.063 -1.253
H11 -0.751 2.674 -3.797
H12 3.113 0.309 3.897
H13 -1.405 -1.635 -2.240
C7 1.280 -1.336 2.846
C8 -0.429 -1.268 -0.291
N1 0.184 -1.828 2.020
H14 -2.665 2.911 -1.412
C9 1.993 -0.143 2.142
H15 0.315 -3.172 0.410
C10 -0.962 2.959 -2.756
H16 -2.230 -2.058 0.552
C11 -3.000 0.237 -1.042
C12 1.960 1.688 -0.717
H17 -0.831 -0.027 2.359
C13 -0.681 -2.090 -1.573
H18 -1.910 0.384 -2.923
C14 -2.623 0.038 0.423
H19 2.955 2.025 -0.451
H20 0.892 -0.990 3.815
H21 -3.029 2.522 -3.154
H22 -2.171 0.968 0.794
H23 3.884 0.834 2.419
C15 0.117 0.112 -0.634
C16 -0.042 2.167 -1.860
C17 -1.052 -1.052 2.058
C18 1.425 0.489 -0.240
H24 1.957 -2.181 3.050
H25 1.398 0.747 2.253
H26 -3.550 -0.128 1.018
C19 2.282 -0.394 0.630
C20 0.531 -2.109 0.577
C21 3.304 0.063 2.880
H27 -0.858 4.016 -2.630

Atomic partial charges in e from the natural (NBO) method, atoms 1 to 5:
1. C -0.046
2. H 0.215
3. H 0.211
4. C -0.382
5. C -0.208

***

orbital gap of number 3 (C21H27FN4OS)? 8.65 eV